118
Properties=species:S:1:pos:R:3:forces:R:3:lowdin_spin:R:1 method="wB97M-V/def2-TZVPD" spin_multiplicity=2 e_above_lowest_ev=1.629 e_tot_ev=-240698.4937 s_squared=0.77 charge=-2 gap_ev="5.27 / 5.25" fmax_ev_per_a=0.5 homo_energy_ha="-0.0773 / -0.0774"
Tl 0.603 0.715 -0.127 0.1397 0.1327 0.1139 0.000
O -1.930 1.593 0.119 -0.0437 -0.0415 0.0232 0.000
N -2.314 2.837 -0.091 0.0639 -0.0671 -0.0749 0.000
C -3.441 3.245 0.533 -0.0129 0.0354 -0.0016 0.000
C -3.912 4.522 0.418 0.0145 0.0386 -0.0329 0.000
C -3.193 5.420 -0.379 -0.0598 0.0067 0.0443 0.000
C -2.059 4.992 -1.014 0.0579 -0.0548 -0.0521 0.000
C -1.572 3.670 -0.886 -0.0282 0.0389 0.0611 0.000
S -0.140 3.151 -1.650 -0.0501 -0.0891 -0.0437 0.000
H -3.900 2.479 1.139 0.0259 -0.0222 0.0048 0.000
H -4.804 4.811 0.952 -0.0069 0.0045 0.0090 0.000
H -3.518 6.447 -0.482 0.0080 0.0071 -0.0086 0.000
H -1.474 5.659 -1.630 -0.0178 -0.0041 0.0015 0.000
I -2.618 -0.158 -1.830 0.0076 -0.1079 0.0009 0.000
C -3.074 -1.547 -3.360 0.0848 -0.0902 0.0380 0.000
C -4.174 -1.180 -4.089 -0.0474 -0.0395 -0.0730 0.000
C -4.720 -1.999 -5.097 -0.0128 0.1018 0.0431 0.000
C -4.156 -3.208 -5.339 0.0353 -0.0724 0.0006 0.000
C -3.008 -3.629 -4.623 -0.0102 0.0243 -0.0107 0.000
C -2.480 -4.907 -4.919 -0.0109 0.0074 -0.0056 0.000
C -1.375 -5.368 -4.277 0.0253 -0.0192 0.0105 0.000
C -0.735 -4.537 -3.345 0.0433 -0.0680 0.0054 0.000
C -1.184 -3.279 -3.024 -0.0949 0.0732 0.2090 0.000
P -0.032 -2.311 -1.900 -0.0614 -0.0493 -0.3521 0.000
C 1.539 -2.700 -2.758 -0.0462 0.0651 -0.0329 0.000
C 1.776 -1.923 -3.894 0.0389 0.0166 0.0462 0.000
C 2.961 -2.041 -4.598 0.0132 -0.0167 0.0111 0.000
C 3.934 -2.934 -4.170 0.0013 0.0369 0.0025 0.000
C 3.705 -3.712 -3.048 -0.0252 -0.0038 0.0166 0.000
C 2.513 -3.597 -2.344 0.0166 -0.0317 -0.0341 0.000
C 0.014 -3.374 -0.415 -0.0464 0.0525 0.0045 0.000
C -0.989 -4.274 -0.068 0.0444 -0.0265 -0.0225 0.001
C -0.919 -4.988 1.122 0.0396 0.0018 0.0100 0.001
C 0.154 -4.808 1.981 -0.0689 0.0041 -0.0215 0.001
C 1.144 -3.888 1.661 0.0054 0.0230 -0.0066 0.000
C 1.068 -3.165 0.481 0.0240 0.0489 0.0243 0.000
C -2.397 -2.792 -3.633 -0.0317 0.0621 0.0066 0.000
H -4.650 -0.234 -3.867 -0.0209 0.0005 -0.0056 0.000
H -5.589 -1.667 -5.650 -0.0025 0.0112 0.0083 0.000
H -4.570 -3.878 -6.085 0.0164 -0.0088 -0.0092 0.000
H -2.978 -5.506 -5.673 -0.0137 0.0050 -0.0009 0.000
H -0.969 -6.348 -4.497 0.0061 -0.0067 0.0077 0.000
H 0.174 -4.898 -2.878 -0.0012 0.0144 -0.0188 0.000
H 1.036 -1.191 -4.203 -0.0018 0.0088 -0.0056 0.000
H 3.152 -1.398 -5.448 0.0032 0.0085 -0.0055 0.000
H 4.886 -2.981 -4.679 0.0167 0.0114 -0.0038 0.000
H 4.474 -4.387 -2.694 0.0075 0.0041 0.0157 0.000
H 2.365 -4.191 -1.452 -0.0114 -0.0340 0.0136 0.000
H -1.833 -4.424 -0.732 0.0142 -0.0121 -0.0172 0.000
H -1.710 -5.680 1.380 -0.0130 0.0006 0.0168 0.000
H 0.210 -5.370 2.905 -0.0108 -0.0102 0.0441 0.001
H 1.976 -3.725 2.335 0.0102 0.0066 -0.0060 0.000
H 1.840 -2.438 0.243 0.0226 -0.0116 -0.0067 0.000
C 0.941 -0.713 3.674 0.0015 0.0029 -0.0845 0.000
O 0.184 0.321 3.027 0.0615 0.0395 0.2052 0.000
H 1.918 -0.704 3.192 0.0085 0.0143 -0.0036 0.000
H 0.454 -1.680 3.545 0.0142 0.0071 -0.0179 0.000
H 1.050 -0.491 4.737 -0.0190 0.0009 0.0140 0.000
C -5.304 -4.680 2.263 0.0808 -0.0252 -0.0134 0.041
C -4.033 -4.166 2.842 -0.0272 -0.0139 -0.0454 0.223
C -3.434 -4.570 3.998 0.1533 0.0677 0.0712 0.015
C -2.300 -3.896 4.481 -0.1725 -0.0941 0.0161 0.305
N -1.933 -2.689 3.912 0.0229 0.0675 0.0378 0.034
C -2.512 -2.318 2.839 0.0816 -0.2666 -0.1076 0.090
S -2.294 -0.738 2.043 -0.0939 -0.0179 -0.0307 0.013
N -3.396 -3.132 2.131 -0.2010 0.3394 0.1230 0.163
C -1.546 -4.316 5.698 -0.0194 0.0217 -0.0208 0.051
H -5.659 -5.537 2.833 -0.0120 -0.0021 0.0015 -0.001
H -5.173 -4.988 1.221 0.0060 -0.0126 -0.0103 0.010
H -6.083 -3.910 2.278 -0.0160 -0.0027 -0.0147 0.012
H -3.867 -5.387 4.562 0.0178 -0.0418 -0.0233 -0.006
H -3.924 -2.675 1.401 0.0175 -0.0401 -0.0440 0.008
H -2.023 -5.172 6.178 0.0065 -0.0139 0.0046 0.000
H -1.491 -3.495 6.419 0.0050 0.0004 0.0085 0.013
H -0.516 -4.594 5.458 0.0355 -0.0001 -0.0149 0.017
F -0.280 6.021 1.988 0.0647 0.0087 0.0144 0.000
C 0.604 5.916 0.972 -0.0919 0.0361 0.0734 0.000
C 1.531 4.895 0.917 0.1906 -0.0991 -0.0052 0.000
C 2.383 4.953 -0.175 -0.0098 0.0360 -0.0629 0.000
F 3.320 3.999 -0.339 -0.0138 -0.0166 0.0674 0.000
C 2.335 5.929 -1.152 0.0098 0.0411 -0.0434 0.000
F 3.177 5.921 -2.196 -0.0448 -0.0135 0.0740 0.000
C 1.379 6.922 -1.054 0.0280 0.0633 -0.0848 0.000
F 1.291 7.882 -1.994 0.0078 -0.0998 0.0952 0.000
C 0.512 6.916 0.017 -0.0314 0.0477 -0.0164 0.000
F -0.420 7.885 0.118 0.0350 -0.0607 -0.0031 0.000
Ge 1.834 3.196 2.081 0.0082 0.4580 0.0145 0.000
S -1.395 0.410 3.430 -0.0038 -0.0103 -0.0272 0.005
C 0.693 3.777 3.727 -0.1049 -0.0546 -0.2236 0.000
C -0.674 3.751 3.500 -0.0499 0.0142 -0.0247 0.000
F -1.135 3.463 2.270 0.1242 0.0379 0.0930 0.000
C -1.627 4.029 4.460 -0.0190 -0.0101 0.0541 0.000
F -2.940 4.001 4.178 0.0531 -0.0029 -0.0029 0.000
C -1.209 4.345 5.740 -0.0767 0.0287 0.0630 0.000
F -2.110 4.625 6.700 0.0836 -0.0389 -0.0839 0.000
C 0.141 4.364 6.025 0.0279 -0.0045 0.0914 0.000
F 0.546 4.656 7.276 -0.0204 -0.0204 -0.1055 0.000
C 1.057 4.072 5.024 0.0957 -0.0393 0.0907 0.000
F 2.354 4.083 5.408 -0.0706 0.0311 -0.0619 0.000
C 3.646 3.920 2.806 -0.0550 -0.3333 0.0749 0.000
C 4.007 5.223 3.080 -0.0275 0.1505 0.0462 0.000
F 3.131 6.239 2.933 0.0100 -0.0897 -0.0088 0.000
C 5.254 5.581 3.567 0.0113 0.0773 -0.0072 0.000
F 5.558 6.866 3.831 -0.0249 -0.0570 -0.0229 0.000
C 6.198 4.602 3.807 0.0798 -0.0060 0.0369 0.000
F 7.410 4.931 4.286 -0.1180 -0.0210 -0.0461 0.000
C 5.878 3.280 3.566 0.0760 0.0428 0.0199 0.000
F 6.786 2.325 3.820 -0.0595 0.0374 -0.0152 0.000
C 4.619 2.974 3.078 0.0346 -0.0629 -0.0483 0.000
F 4.369 1.664 2.898 -0.0510 0.0219 -0.0134 0.000
C 2.756 1.705 -3.037 -0.0099 0.0045 -0.0171 0.000
O 4.014 1.101 -3.309 -0.0212 -0.0530 -0.0102 0.000
C 4.544 0.230 -2.415 0.1428 0.0609 0.1174 0.000
S 6.091 -0.308 -2.816 -0.1824 -0.0354 -0.0148 0.000
S 3.665 -0.180 -1.020 0.0307 -0.0654 -0.0556 0.000
H 2.587 2.406 -3.853 0.0028 -0.0019 -0.0146 0.000
H 2.774 2.237 -2.086 -0.0027 0.0086 -0.0071 0.000
H 1.959 0.959 -3.012 -0.0150 -0.0063 0.0085 0.000